No. 1
{"formula": "C70H65N11O24", "method": "ωB97M-V/def2-TZVPD", "total_energy_ha": -5110.265716, "orbital_gap_ev": 5.36, "spin_multiplicity": 1, "max_force_ev_per_a": 16.73, "symbols": ["C", "C", "C", "C", "C", "C", "N", "O", "O", "H", "H", "H", "H", "H", "C", "C", "C", "C", "C", "C", "N", "O", "O", "H", "H", "H", "H", "H", "C", "C", "C", "C", "C", "C", "N", "O", "O", "H", "H", "H", "H", "H", "C", "C", "C", "C", "C", "C", "N", "O", "O", "H", "H", "H", "H", "H", "C", "C", "C", "C", "C", "C", "N", "O", "O", "H", "H", "H", "H", "H", "C", "C", "C", "C", "C", "C", "N", "O", "O", "H", "H", "H", "H", "H", "C", "C", "C", "C", "C", "C", "N", "O", "O", "H", "H", "H", "H", "H", "C", "C", "C", "C", "C", "C", "N", "O", "O", "H", "H", "H", "H", "H", "C", "C", "C", "C", "C", "C", "N", "O", "O", "H", "H", "H", "H", "H", "C", "C", "C", "C", "C", "C", "N", "O", "O", "H", "H", "H", "H", "H", "C", "C", "C", "C", "C", "C", "N", "O", "O", "H", "H", "H", "H", "H", "C", "O", "C", "C", "O", "C", "H", "H", "H", "H", "H", "H", "H", "H", "H", "H"], "xyz": [[4.428, -1.567, -0.800], [3.056, -1.568, -0.785], [2.363, -2.794, -0.918], [3.042, -4.010, -0.959], [4.436, -3.938, -0.842], [5.119, -2.760, -0.817], [2.413, -5.293, -1.203], [1.241, -5.358, -1.100], [3.141, -6.154, -1.609], [5.019, -0.665, -0.741], [2.449, -0.695, -0.593], [1.288, -2.900, -0.911], [4.999, -4.857, -0.910], [6.197, -2.750, -0.758], [1.920, -0.634, -2.897], [2.165, -1.634, -3.808], [1.735, -1.423, -5.095], [1.210, -0.201, -5.537], [1.270, 0.887, -4.677], [1.627, 0.675, -3.300], [0.799, 0.120, -6.930], [0.878, -0.824, -7.715], [0.325, 1.210, -7.275], [2.113, -0.887, -1.865], [2.598, -2.583, -3.529], [1.794, -2.203, -5.840], [0.874, 1.853, -4.954], [1.493, 1.433, -2.544], [-3.147, 2.797, 1.084], [-1.885, 2.467, 0.601], [-1.199, 3.393, -0.171], [-1.778, 4.585, -0.491], [-2.952, 5.013, 0.142], [-3.636, 4.106, 0.959], [-1.049, 5.554, -1.353], [-1.375, 6.683, -1.254], [-0.175, 5.138, -2.086], [-3.684, 2.128, 1.740], [-1.490, 1.466, 0.691], [-0.323, 3.142, -0.751], [-3.312, 6.021, 0.003], [-4.557, 4.417, 1.429], [-1.119, -0.963, 3.520], [-1.271, -0.375, 2.258], [-0.786, 0.944, 2.039], [-0.058, 1.599, 3.005], [0.008, 1.021, 4.292], [-0.420, -0.308, 4.534], [0.470, 2.916, 2.696], [0.195, 3.380, 1.643], [1.184, 3.518, 3.508], [-1.602, -1.914, 3.689], [-1.858, -0.804, 1.460], [-0.949, 1.497, 1.126], [0.394, 1.590, 5.125], [-0.348, -0.673, 5.547], [-1.283, -6.906, 2.267], [-2.230, -7.059, 1.214], [-2.245, -6.096, 0.134], [-1.316, -4.997, 0.173], [-0.452, -4.985, 1.239], [-0.412, -5.826, 2.268], [-1.380, -3.901, -0.758], [-0.625, -2.893, -0.638], [-2.206, -4.007, -1.689], [-1.195, -7.659, 3.037], [-2.887, -7.912, 1.121], [-2.921, -6.179, -0.704], [0.258, -4.172, 1.274], [0.321, -5.701, 3.051], [1.715, 5.807, -1.932], [3.017, 6.285, -1.993], [4.106, 5.369, -1.889], [3.866, 4.046, -1.707], [2.506, 3.591, -1.750], [1.439, 4.469, -1.860], [5.007, 3.044, -1.507], [6.167, 3.442, -1.706], [4.705, 1.872, -1.151], [0.873, 6.470, -2.064], [3.119, 7.359, -2.037], [5.121, 5.734, -1.845], [2.255, 2.546, -1.639], [0.447, 4.042, -1.878], [2.382, 5.188, 0.848], [3.800, 5.065, 0.834], [4.357, 3.805, 0.913], [3.515, 2.709, 1.115], [2.142, 2.881, 1.284], [1.581, 4.113, 1.062], [4.153, 1.352, 1.195], [3.602, 0.468, 0.588], [5.256, 1.244, 1.654], [1.937, 6.164, 0.720], [4.432, 5.914, 0.616], [5.435, 3.750, 0.955], [1.502, 2.038, 1.496], [0.536, 4.278, 1.281], [-1.587, -3.033, 1.728], [-2.741, -2.216, 1.430], [-3.608, -1.858, 2.446], [-3.418, -2.283, 3.797], [-2.356, -3.174, 4.069], [-1.469, -3.512, 3.055], [-4.478, -2.059, 4.781], [-4.416, -2.665, 5.825], [-5.315, -1.181, 4.583], [-0.884, -3.290, 0.949], [-2.911, -2.005, 0.385], [-4.505, -1.291, 2.246], [-2.273, -3.554, 5.077], [-0.585, -4.099, 3.258], [-0.373, -1.679, -3.358], [-1.036, -2.695, -2.654], [-2.419, -2.599, -2.446], [-3.132, -1.441, -2.748], [-2.484, -0.364, -3.444], [-1.113, -0.549, -3.740], [-4.566, -1.334, -2.337], [-5.123, -2.150, -1.650], [-5.277, -0.356, -2.670], [0.692, -1.577, -3.508], [-0.407, -3.519, -2.350], [-2.973, -3.375, -1.939], [-2.924, 0.623, -3.459], [-0.637, 0.350, -4.104], [5.494, -0.107, 4.356], [4.279, 0.492, 4.702], [3.204, 0.274, 3.911], [3.196, -0.608, 2.849], [4.405, -1.205, 2.490], [5.535, -0.957, 3.261], [1.926, -0.779, 2.057], [1.984, -1.293, 0.941], [0.886, -0.566, 2.694], [6.392, -0.030, 4.951], [4.252, 1.211, 5.508], [2.314, 0.763, 4.282], [4.464, -1.801, 1.592], [6.432, -1.447, 2.912], [-6.634, 2.052, -1.903], [-5.807, 2.473, -0.838], [-5.219, 1.558, 0.097], [-5.396, 0.182, -0.189], [-6.216, -0.255, -1.233], [-6.839, 0.645, -2.079], [-4.800, -0.884, 0.641], [-3.980, -0.590, 1.452], [-5.250, -2.049, 0.613], [-7.093, 2.743, -2.594], [-5.754, 3.533, -0.640], [-4.729, 1.919, 0.989], [-6.429, -1.300, -1.398], [-7.428, 0.297, -2.915], [-2.813, 0.017, -0.242], [-1.390, 0.168, -0.123], [-0.757, -0.969, -0.682], [0.790, -0.928, -0.470], [1.483, 0.055, -1.299], [1.850, 1.253, -0.618], [-3.261, -0.469, -1.109], [-3.224, 1.027, -0.215], [-3.163, -0.352, 0.722], [-1.076, -0.888, -1.721], [-1.137, -1.872, -0.205], [1.271, -1.867, -0.743], [1.016, -0.860, 0.594], [1.073, 2.017, -0.621], [2.764, 1.576, -1.116], [2.035, 1.136, 0.450]]}

---

No. 2
{"formula": "C70H74F12O26", "method": "ωB97M-V/def2-TZVPD", "total_energy_ha": -5866.449096, "orbital_gap_ev": 7.69, "spin_multiplicity": 1, "max_force_ev_per_a": 5.48, "relative_energy_kcal_mol": 0.0, "symbols": ["C", "C", "O", "C", "O", "C", "F", "F", "F", "H", "H", "H", "H", "H", "C", "C", "O", "C", "O", "C", "F", "F", "F", "H", "H", "H", "H", "H", "C", "C", "O", "C", "O", "C", "F", "F", "F", "H", "H", "H", "H", "H", "C", "C", "O", "C", "O", "C", "F", "F", "F", "H", "H", "H", "H", "H", "C", "C", "C", "C", "C", "C", "O", "O", "H", "H", "H", "H", "H", "H", "C", "C", "C", "C", "C", "C", "O", "O", "H", "H", "H", "H", "H", "H", "C", "C", "C", "C", "C", "C", "O", "O", "H", "H", "H", "H", "H", "H", "C", "C", "C", "C", "C", "C", "O", "O", "H", "H", "H", "H", "H", "H", "C", "C", "C", "C", "C", "C", "O", "O", "H", "H", "H", "H", "H", "H", "C", "C", "C", "C", "C", "C", "O", "O", "H", "H", "H", "H", "H", "H", "C", "C", "C", "C", "C", "C", "O", "O", "H", "H", "H", "H", "H", "H", "C", "C", "C", "C", "C", "C", "O", "O", "H", "H", "H", "H", "H", "H", "C", "C", "C", "C", "C", "C", "O", "O", "H", "H", "H", "H", "H", "H"], "xyz": [[-20.018, -5.552, 25.159], [-19.398, -5.721, 23.844], [-19.474, -7.096, 23.410], [-18.386, -7.830, 23.734], [-17.431, -7.354, 24.221], [-18.474, -9.274, 23.146], [-19.709, -9.806, 23.292], [-18.183, -9.215, 21.803], [-17.606, -10.125, 23.737], [-19.852, -4.518, 25.608], [-19.467, -6.105, 25.939], [-21.122, -5.697, 25.250], [-18.400, -5.324, 23.902], [-19.956, -5.116, 23.113], [-14.466, -13.199, 27.358], [-15.097, -12.493, 26.148], [-15.312, -13.332, 24.958], [-14.154, -13.788, 24.519], [-13.054, -13.464, 24.869], [-14.427, -14.844, 23.354], [-13.423, -14.752, 22.465], [-14.374, -16.031, 23.938], [-15.573, -14.683, 22.616], [-13.379, -13.082, 27.366], [-14.693, -14.257, 27.343], [-14.866, -12.738, 28.260], [-14.535, -11.590, 25.790], [-16.056, -12.115, 26.463], [-11.968, -1.065, 32.219], [-12.898, -1.506, 31.153], [-12.332, -1.285, 29.870], [-12.950, -1.808, 28.888], [-14.010, -2.381, 28.937], [-12.248, -1.448, 27.583], [-12.539, -2.356, 26.666], [-12.842, -0.289, 27.083], [-10.973, -1.238, 27.647], [-11.003, -1.575, 32.131], [-12.429, -1.188, 33.182], [-11.895, 0.037, 32.153], [-13.835, -1.021, 31.145], [-13.278, -2.573, 31.198], [-6.583, -13.819, 29.461], [-6.591, -13.263, 28.122], [-6.418, -11.830, 28.106], [-6.601, -11.293, 26.956], [-6.695, -11.764, 25.852], [-6.445, -9.742, 27.134], [-7.004, -9.099, 26.133], [-7.031, -9.239, 28.207], [-5.156, -9.499, 27.210], [-6.923, -14.857, 29.510], [-7.260, -13.192, 30.109], [-5.595, -13.803, 29.873], [-7.502, -13.461, 27.603], [-5.790, -13.744, 27.574], [-10.822, -10.162, 21.711], [-10.591, -11.227, 22.623], [-9.419, -11.187, 23.348], [-8.474, -10.200, 23.270], [-8.769, -9.126, 22.436], [-9.917, -9.110, 21.620], [-10.197, -7.891, 21.020], [-9.226, -12.281, 24.270], [-11.756, -10.205, 21.069], [-11.256, -12.074, 22.834], [-7.579, -10.223, 23.915], [-8.098, -8.278, 22.523], [-11.134, -7.875, 20.787], [-8.248, -12.338, 24.296], [-15.239, -6.655, 27.647], [-15.142, -5.313, 27.747], [-16.374, -4.574, 27.890], [-17.571, -5.218, 27.987], [-17.654, -6.607, 27.827], [-16.516, -7.318, 27.602], [-16.596, -8.651, 27.506], [-16.448, -3.219, 27.849], [-14.348, -7.248, 27.569], [-14.122, -4.894, 27.745], [-18.374, -4.524, 28.192], [-18.573, -7.138, 27.945], [-15.746, -9.084, 27.379], [-15.593, -2.790, 27.914], [-8.345, -3.768, 30.542], [-9.121, -3.974, 29.425], [-10.510, -4.167, 29.543], [-11.093, -4.327, 30.789], [-10.303, -4.234, 31.895], [-8.970, -3.861, 31.775], [-8.260, -3.638, 32.913], [-11.323, -4.330, 28.482], [-7.292, -3.630, 30.387], [-8.670, -3.804, 28.435], [-12.088, -4.718, 30.777], [-10.720, -4.367, 32.892], [-7.431, -3.248, 32.599], [-10.764, -4.391, 27.650], [-6.448, -5.066, 25.097], [-5.863, -5.139, 26.318], [-4.734, -5.968, 26.486], [-4.233, -6.718, 25.412], [-4.777, -6.568, 24.137], [-5.868, -5.678, 23.995], [-6.413, -5.701, 22.726], [-4.210, -6.252, 27.731], [-7.462, -4.557, 24.987], [-6.154, -4.646, 27.278], [-3.370, -7.344, 25.616], [-4.479, -7.241, 23.309], [-7.344, -5.424, 22.594], [-3.629, -5.622, 28.120], [-10.840, -13.776, 29.646], [-10.815, -12.653, 28.877], [-10.430, -12.730, 27.556], [-10.195, -13.985, 27.030], [-10.272, -15.116, 27.781], [-10.629, -15.048, 29.120], [-10.669, -16.186, 29.871], [-10.157, -11.603, 26.851], [-11.060, -13.742, 30.761], [-11.108, -11.689, 29.321], [-9.825, -14.140, 26.048], [-10.084, -16.080, 27.293], [-10.596, -15.967, 30.812], [-9.678, -11.856, 26.048], [-14.914, -6.776, 22.941], [-14.237, -7.441, 21.961], [-13.795, -6.712, 20.883], [-14.105, -5.380, 20.850], [-14.779, -4.693, 21.870], [-15.071, -5.387, 22.981], [-15.652, -4.700, 24.055], [-12.971, -7.342, 20.034], [-15.071, -7.248, 23.877], [-13.984, -8.543, 22.037], [-13.770, -4.790, 19.981], [-14.760, -3.573, 21.860], [-15.901, -5.212, 24.851], [-13.193, -7.127, 19.106], [-11.721, -8.367, 29.122], [-11.170, -7.831, 30.250], [-11.908, -7.775, 31.436], [-13.241, -8.156, 31.429], [-13.871, -8.678, 30.234], [-13.078, -8.760, 29.105], [-13.720, -9.217, 27.945], [-11.374, -7.341, 32.681], [-11.078, -8.295, 28.316], [-10.189, -7.526, 30.048], [-13.813, -8.201, 32.370], [-14.875, -8.762, 30.185], [-13.060, -9.423, 27.264], [-10.478, -7.088, 32.494], [-9.686, -7.115, 25.996], [-10.132, -8.420, 25.907], [-11.515, -8.577, 25.681], [-12.388, -7.460, 25.408], [-11.874, -6.192, 25.527], [-10.534, -6.003, 25.839], [-10.057, -4.742, 26.108], [-12.135, -9.809, 25.789], [-8.604, -6.935, 26.116], [-9.524, -9.213, 26.186], [-13.433, -7.648, 25.171], [-12.501, -5.329, 25.331], [-10.629, -4.162, 25.577], [-11.478, -10.453, 26.038], [-12.031, -3.051, 23.323], [-11.370, -4.214, 22.907], [-9.982, -4.158, 22.700], [-9.222, -3.079, 23.006], [-9.896, -1.978, 23.495], [-11.242, -1.982, 23.702], [-11.876, -0.901, 24.243], [-9.268, -5.278, 22.322], [-13.091, -3.089, 23.657], [-11.979, -5.084, 22.716], [-8.144, -3.155, 23.015], [-9.361, -1.119, 23.804], [-11.230, -0.169, 24.357], [-9.886, -5.966, 22.065]]}